{
  "formula": "C6H14N3",
  "method": "ωB97M-V with the def2-TZVPD basis set",
  "species": ["N", "N", "N", "C", "C", "C", "C", "C", "C", "H", "H", "H", "H", "H", "H", "H", "H", "H", "H", "H", "H", "H", "H"],
  "positions_angstrom": [[-1.22594, -3.01847, -0.52006], [1.01306, 0.41335, 0.69286], [-0.14864, 0.52948, -1.35568], [-2.92071, -1.54430, 0.38409], [-0.00439, 0.11059, -0.14188], [0.71602, 1.34374, -2.16114], [-1.72596, -2.05063, -0.04128], [0.90772, 0.13937, 2.16370], [2.04586, 1.40633, 0.45418], [0.32011, 1.30370, -3.18903], [0.82389, 1.10778, 2.61099], [0.43005, 2.40345, -1.78934], [-3.25537, -0.64499, -0.21317], [-3.74339, -2.27929, 0.40361], [-2.78425, -1.16929, 1.45873], [1.86874, 2.24562, 1.20382], [0.18653, -0.72452, 2.34710], [-0.29477, -3.21430, -0.94450], [2.03643, 1.76860, -0.56669], [1.92399, -0.29338, 2.51399], [-0.89784, 0.20470, -1.93313], [3.01496, 0.97409, 0.81796], [1.71391, 0.98836, -2.19515]],
  "lowdin_charge": [0.275, -0.220, -0.065, -0.058, -0.106, -0.087, -0.168, -0.045, -0.062, 0.100, 0.070, 0.141, 0.132, 0.127, 0.139, 0.114, 0.098, 0.155, 0.043, 0.114, 0.114, 0.110, 0.079],
  "e_above_lowest_kcal_mol": 102.6,
  "total_energy_ev": -10908.6862,
  "charge": 1,
  "homo_energy_ev": [-12.28, -12.28],
  "lumo_energy_ev": [-4.460, -4.460],
  "largest_force_ev_per_a": 5.485,
  "gap_ev": [7.8, 7.8]
}

---

{
  "formula": "C6H14N3O2",
  "method": "ωB97M-V with the def2-TZVPD basis set",
  "species": ["O", "O", "N", "N", "N", "C", "C", "C", "C", "C", "C", "H", "H", "H", "H", "H", "H", "H", "H", "H", "H", "H", "H", "H", "H"],
  "positions_angstrom": [[2.09500, 0.70004, 3.09838], [4.19297, 1.75311, 3.78645], [1.06068, 2.74826, 2.88769], [2.02756, 1.92498, 3.32376], [3.12493, 2.58888, 3.72712], [-1.52695, -1.04457, -3.13853], [-0.93809, -0.98424, -1.72822], [0.57653, -1.32935, -1.41573], [-0.10030, 2.39205, 2.43229], [-1.71087, -2.15063, -1.03082], [-1.34277, 0.34584, -1.10601], [-2.82556, -1.95300, -1.12401], [0.65032, -1.28867, -0.41906], [-1.42503, -3.00361, -1.47219], [4.07230, 0.83647, 3.47670], [-1.69774, -2.23831, -0.00259], [-1.21545, 1.23405, -1.64886], [1.14997, -0.55448, -1.96956], [-1.40205, -2.05092, -3.54973], [-0.99157, -0.23886, -3.78718], [-1.01512, 0.61153, -0.00781], [0.73065, -2.24663, -1.91623], [-2.46881, -0.59081, -2.97512], [-0.63097, 3.12167, 1.97760], [-0.38964, 1.41723, 2.58166]],
  "lowdin_charge": [-0.174, -0.141, -0.046, -0.444, -0.056, -0.087, -0.637, -0.019, -0.137, -0.083, 0.071, 0.104, 0.037, 0.027, 0.060, 0.053, 0.022, 0.094, 0.080, 0.107, 0.089, 0.061, 0.053, -0.023, -0.010],
  "e_above_lowest_kcal_mol": 81.8,
  "total_energy_ev": -15006.1939,
  "charge": -1,
  "homo_energy_ev": [-3.23, -1.13],
  "lumo_energy_ev": [2.885, 2.462],
  "largest_force_ev_per_a": 6.297,
  "gap_ev": [6.1, 3.6]
}